(1)
A molecular structure, C21H31F5P2Tc. Source: OMol25; level of theory: ωB97M-V/def2-TZVPD.

```
! wB97M-V def2-TZVPD RIJCOSX def2/J DEFGRID3
* xyz 2 4
P 0.831 -2.382 0.707
P 0.127 2.177 1.122
C 1.205 -0.383 -0.130
C 1.402 1.025 0.425
H 1.373 -0.410 -1.288
H 2.177 -0.876 0.110
H 2.171 0.997 1.210
H 1.870 1.653 -0.354
C -1.350 2.915 0.420
H -1.593 3.759 1.081
H -2.198 2.224 0.405
H -1.170 3.308 -0.588
C 1.212 3.600 1.227
H 1.056 4.201 0.323
H 2.255 3.271 1.271
H 0.928 4.147 2.126
C -0.366 -3.604 0.104
H -0.279 -4.489 0.756
H -0.159 -3.915 -0.927
H -1.391 -3.214 0.158
C 2.400 -3.311 0.687
H 3.225 -2.689 1.065
H 2.623 -3.620 -0.347
H 2.282 -4.213 1.311
Tc -0.457 -0.665 -1.528
C 0.045 0.855 -2.687
C -1.389 0.884 -2.426
C -2.369 0.302 -3.419
C -2.064 -1.168 -3.848
C -1.213 -1.949 -2.887
C 0.239 -1.950 -2.851
C 1.023 -1.182 -3.877
C 0.662 0.301 -3.949
C 0.262 -1.894 2.322
H 0.588 1.721 -2.307
H -1.769 1.753 -1.872
H -2.485 0.948 -4.299
H -3.366 0.335 -2.956
H -3.054 -1.658 -3.884
H -1.647 -1.189 -4.869
H -1.677 -2.894 -2.624
H 0.694 -2.888 -2.523
H 0.942 -1.653 -4.860
H 2.081 -1.266 -3.617
H 1.583 0.867 -4.139
H 0.033 0.535 -4.809
H 1.085 -1.503 2.927
H -0.185 -2.759 2.829
H -0.496 -1.105 2.226
F -2.643 1.426 2.527
C -1.547 1.585 3.340
C -0.259 1.657 2.802
C 0.790 1.470 3.708
F 2.054 1.236 3.262
C 0.615 1.505 5.080
F 1.665 1.405 5.903
C -0.687 1.655 5.592
F -0.876 1.789 6.911
C -1.773 1.636 4.719
F -3.033 1.686 5.206
*
```

Computed properties:
- HOMO energy (alpha / beta) (Ha) = -0.4610 / -0.5220
- Kohn-Sham gap (alpha / beta) (eV) = 6.015 / 7.179
- expectation value of S² = 3.7799

Here are the natural (NBO) charges for atoms 1 to 5, given in e:
1. P 1.377
2. P 1.542
3. C -0.735
4. C -0.731
5. H 0.291


(2)
A molecular structure, C21H31GeLaN4O9P2. Source: OMol25; level of theory: ωB97M-V/def2-TZVPD.

```
! wB97M-V def2-TZVPD RIJCOSX def2/J DEFGRID3
* xyz 0 1
La 0.002 -0.020 -0.602
O -1.978 2.372 4.726
C -1.570 1.136 5.055
C -1.720 0.748 6.389
C -1.336 -0.510 6.801
C -0.792 -1.424 5.897
C -0.643 -1.042 4.579
C -1.021 0.227 4.130
C -0.822 0.546 2.691
O -0.396 -0.375 1.917
N -1.145 1.771 2.312
N -1.156 1.879 0.937
C -1.520 3.001 0.469
C -1.766 3.147 -0.986
C -2.094 4.383 -1.513
C -2.399 4.467 -2.864
C -2.373 3.316 -3.627
C -2.024 2.123 -3.010
N -1.725 2.033 -1.721
H -1.841 2.466 3.748
H -2.148 1.464 7.079
H -1.462 -0.788 7.841
H -0.497 -2.413 6.221
H -0.228 -1.726 3.848
H -1.744 3.832 1.136
H -2.117 5.254 -0.872
H -2.660 5.418 -3.310
H -2.610 3.328 -4.682
H -1.982 1.202 -3.579
C -2.145 -3.695 -2.641
C -1.689 -3.554 -1.186
O -1.979 -4.726 -0.425
P -2.613 -2.203 -0.374
O -4.157 -2.537 -0.483
O -2.384 -2.256 1.168
O -2.263 -0.910 -1.042
P 0.086 -3.070 -1.075
O 0.755 -4.452 -1.515
O 0.397 -2.649 0.326
O 0.330 -1.951 -2.066
H -3.210 -3.927 -2.666
H -1.592 -4.511 -3.107
H -1.957 -2.788 -3.212
H -1.290 -5.380 -0.592
H -4.431 -3.246 0.110
H -1.545 -1.875 1.519
H 1.716 -4.425 -1.547
C 3.359 -1.060 3.019
C 2.747 -0.611 1.768
N 2.213 -0.310 0.803
H 4.363 -1.432 2.826
H 2.746 -1.854 3.443
H 3.408 -0.233 3.724
C 3.252 -0.695 -3.507
Ge 3.049 1.090 -2.740
C 4.325 1.220 -1.253
C 3.777 2.336 -4.060
C 1.219 1.492 -2.246
H 4.306 -0.885 -3.718
H 2.691 -0.771 -4.442
H 2.874 -1.469 -2.836
H 5.308 1.461 -1.664
H 4.405 0.286 -0.693
H 4.041 2.014 -0.557
H 4.798 2.054 -4.334
H 3.800 3.344 -3.639
H 3.167 2.358 -4.966
H 0.663 1.459 -3.196
H 1.229 2.549 -1.933
*
```

Computed properties:
- HOMO energy (Ha) = -0.2703
- Kohn-Sham gap (eV) = 7.028

Here are the natural (NBO) charges for atoms 1 to 5, given in e:
1. La 2.155
2. O -0.685
3. C 0.355
4. C -0.281
5. C -0.169


(3)
C21H31N3O in the gas phase. Source: OMol25; level of theory: ωB97M-V/def2-TZVPD.

```
! wB97M-V def2-TZVPD RIJCOSX def2/J DEFGRID3
* xyz 0 1
C -8.403 -0.556 0.805
C -6.969 -0.292 0.509
N -6.405 0.904 0.903
C -5.096 0.935 0.530
C -4.119 1.904 0.713
C -2.861 1.654 0.209
C -2.567 0.455 -0.461
C -1.206 0.163 -0.995
O -0.747 -0.965 -1.028
N -0.537 1.241 -1.469
C 0.823 1.195 -1.950
C 1.778 1.935 -1.012
C 1.983 1.143 0.284
N 2.721 -0.076 0.008
C 2.138 -1.256 0.611
C 4.163 0.066 0.137
C 4.894 -0.890 -0.812
C 6.393 -0.605 -0.795
C 6.949 -0.751 0.618
C 6.213 0.176 1.581
C 4.715 -0.112 1.560
C -3.536 -0.522 -0.616
C -4.817 -0.288 -0.130
C -6.028 -1.050 -0.128
C -6.173 -2.407 -0.727
H -8.602 -0.439 1.871
H -9.043 0.142 0.263
H -8.672 -1.566 0.512
H -6.893 1.631 1.398
H -4.337 2.824 1.238
H -2.082 2.385 0.371
H -0.979 2.145 -1.425
H 0.863 1.630 -2.955
H 1.112 0.144 -1.997
H 1.381 2.928 -0.784
H 2.738 2.058 -1.515
H 2.491 1.777 1.027
H 1.004 0.881 0.691
H 1.136 -1.392 0.205
H 2.070 -1.200 1.708
H 2.729 -2.128 0.344
H 4.398 1.087 -0.189
H 4.491 -0.768 -1.818
H 4.723 -1.922 -0.505
H 6.908 -1.293 -1.470
H 6.575 0.411 -1.152
H 8.017 -0.523 0.625
H 6.826 -1.785 0.949
H 6.603 0.045 2.594
H 6.388 1.214 1.289
H 4.540 -1.136 1.895
H 4.195 0.561 2.247
H -3.280 -1.445 -1.113
H -7.145 -2.837 -0.500
H -5.400 -3.070 -0.341
H -6.060 -2.358 -1.810
*
```

Computed properties:
- HOMO energy (Ha) = -0.2866
- SMILES = Cc1[nH]c2ccc(C(=O)NCCCN(C)C3CCCCC3)cc2c1C
- Kohn-Sham gap (eV) = 8.586

Here are the natural (NBO) charges for atoms 1 to 5, given in e:
1. C -0.647
2. C 0.183
3. N -0.546
4. C 0.213
5. C -0.249


(4)
A molecular structure, C21H31N3O3. Source: OMol25; level of theory: ωB97M-V/def2-TZVPD.

```
! wB97M-V def2-TZVPD RIJCOSX def2/J DEFGRID3
* xyz 0 1
C -4.053 -4.388 -0.213
C -4.092 -2.935 -0.010
C -3.084 -2.156 0.652
C -3.314 -0.935 0.939
C -4.476 -0.375 0.413
C -5.556 -0.958 -0.069
C -5.466 -2.349 -0.228
H -6.189 -2.711 -1.049
H -6.439 -0.312 -0.534
C -4.532 1.242 0.799
N -3.673 2.171 -0.027
C -2.490 2.408 0.296
O -2.066 2.133 1.461
C -1.380 2.855 -0.653
C -0.002 2.717 -0.231
N 0.353 1.346 0.313
C 0.010 0.115 -0.398
O 0.336 -0.896 -0.093
C -0.984 0.553 -1.590
C -1.415 1.929 -1.817
H -2.370 1.926 -2.584
H -0.719 2.343 -2.446
H -1.991 0.077 -1.069
H -0.836 -0.099 -2.212
C 1.370 1.389 1.030
C 2.840 1.797 0.918
C 3.417 0.894 -0.278
N 4.523 0.349 0.086
C 5.199 -0.259 -0.918
C 6.480 -1.126 -0.484
H 7.044 -1.331 -1.454
O 5.962 -2.258 -0.003
C 5.230 -1.821 1.246
C 3.984 -1.129 0.785
H 3.431 -0.769 1.708
H 3.371 -1.388 0.203
H 4.885 -2.784 1.513
H 5.809 -1.278 2.213
H 7.069 -0.444 0.126
H 5.553 0.796 -1.434
H 4.754 -0.876 -1.592
H 3.710 1.905 -0.695
H 2.540 0.497 -0.825
H 2.618 2.702 0.754
H 3.305 1.721 1.721
H 1.131 1.664 2.143
H 1.511 0.038 1.517
H 0.843 3.057 -0.765
H 0.050 3.385 0.733
H -1.785 3.865 -0.907
H -3.758 1.960 -1.085
H -4.266 1.568 1.786
H -5.384 1.737 0.503
H -2.517 -0.471 1.598
H -2.233 -2.841 1.099
H -4.765 -4.608 -0.855
H -4.321 -5.030 0.535
H -3.173 -4.610 -0.575
*
```

Computed properties:
- HOMO energy (Ha) = -0.2934
- Kohn-Sham gap (eV) = 8.462

Here are the natural (NBO) charges for atoms 1 to 5, given in e:
1. C -0.639
2. C 0.044
3. C -0.203
4. C -0.233
5. C -0.050


Q: Which E values were calculated for the entries above? A: -56620.80587 -122630.42522 -28799.45014 -32875.84326, in eV.
Q: Which energy above the lowest of the compared OMol25 structures with the same formula, charge and spin values were calculated for the entries above? A: 0.00 33.57 16.52 1883.79, in kJ/mol.